Density functional theory data (wB97M-V/def2-TZVPD) for a molecular structure, C27H41AlBr2CaF10LiN5O14P3 at a distorted geometry.

Computed properties:
Kohn-Sham gap: 1.32 eV
E_LUMO: -7.4 eV
spin multiplicity: 1
net charge: +1
calculated total energy: -285130.411 eV

Positions of all 105 atoms, in Å:
H: -3.5826 3.5529 6.3236
P: 1.5136 -1.1109 7.3220
C: 6.2120 -3.1342 5.8023
C: 6.6499 -4.3475 5.2932
C: -3.3417 2.6600 5.7535
H: -9.5144 0.8266 -4.6090
C: 0.5960 1.7917 -5.7528
H: -1.8413 3.0638 -6.8253
H: 3.3659 -2.0567 -2.2621
H: -2.0017 2.8526 -3.0816
N: -2.8533 1.2804 -4.2085
H: -2.0016 -0.7045 -0.3502
H: 0.7249 2.0612 0.8926
F: 5.1989 -2.7445 -0.7946
H: 2.5293 2.0392 2.5147
O: -2.2771 2.6362 2.4383
N: 7.1966 -2.1681 6.3141
P: 3.4899 -0.6471 -2.2767
C: 4.8675 -2.8041 5.8284
H: 2.9150 3.9099 0.2412
H: -3.6918 1.8127 -3.9815
C: -10.3305 0.2568 -4.1637
H: 2.8905 -3.4535 5.3266
C: 5.7207 -5.2449 4.7894
H: 4.5290 -1.8580 6.2345
F: 6.8782 -2.3046 1.5549
C: -1.7177 2.1873 -3.9179
H: -2.5243 2.1371 6.2477
H: -9.8107 0.7079 -2.1079
F: 5.4229 -0.5918 1.5177
N: 4.5249 -0.1335 -3.3574
O: 2.7571 -0.2365 7.4877
C: -0.5665 1.2472 -6.6548
H: -1.0308 1.1041 1.7980
H: 1.9168 2.3095 -0.4857
C: -2.6223 2.1009 3.6195
Br: 3.7156 4.2052 -1.4170
C: 2.7814 2.3197 1.4565
H: 1.5297 1.4452 -6.2099
O: -1.4506 1.1061 -1.3169
H: -0.6261 2.8437 -8.1591
C: 1.7148 1.7993 0.4751
Li: 1.2575 -4.3780 6.6902
F: -6.8469 -2.6270 -3.4771
F: -5.3872 -1.0969 -3.0719
C: 0.8983 -0.2695 -0.3195
O: 6.7718 -1.1195 6.7612
H: -3.8643 1.2648 -0.7286
Ca: 2.4067 0.5253 3.2453
P: 5.5320 -2.0430 0.6199
H: -2.8753 0.4898 -3.5744
H: -2.0588 -0.7571 -2.1128
H: -2.0914 1.8839 -8.1070
C: -1.3186 2.3420 -7.4656
H: -2.7328 1.0013 1.2476
H: -10.8330 -0.7027 -2.3126
H: -1.6422 2.2060 0.5566
Br: 0.7818 3.7558 -5.7526
O: -7.4512 0.6771 -2.8650
O: 0.4908 -0.6592 8.3599
F: 7.6368 -2.3940 -1.5488
F: -6.4528 -2.0413 -1.4488
H: -1.3097 0.7056 -6.0494
F: 3.9078 -1.7639 0.7486
O: -2.9501 3.0874 4.4422
C: -0.4097 0.9292 -2.1906
C: 1.6804 0.6384 -3.9422
H: 6.0497 -6.1928 4.3858
C: -3.7718 0.2414 -1.1253
C: -6.5872 -1.5730 -2.7000
C: -0.4571 1.4359 -3.5085
C: -1.9033 1.6722 1.4616
H: -4.3016 -0.4526 -0.4546
H: 2.5194 0.5201 -4.6385
H: -4.2586 0.1592 -2.1144
F: 6.4835 -1.2124 -0.3449
O: 8.3675 -2.4714 6.2467
O: 1.8715 0.3430 0.4385
O: -8.8706 -1.0566 -2.7212
H: -1.5570 2.8125 -4.8016
H: 3.8963 -0.1272 -1.0262
C: -2.2644 -0.1143 -1.2384
H: 3.7797 1.9333 1.1394
C: -9.9977 -0.1557 -2.7459
C: -7.6738 -0.4966 -2.7858
N: 2.8140 3.7471 1.3193
C: 3.9441 -3.7051 5.3194
Al: 5.7163 -0.9913 3.3080
H: -10.4890 -0.6220 -4.7900
C: 0.7483 0.2694 -1.7491
C: 1.8386 0.1392 -2.6771
C: 4.3694 -4.9228 4.7977
F: 5.2210 -3.4933 1.2926
O: 1.8766 -2.5799 7.5407
O: 0.2047 -1.1498 0.1008
H: 1.9385 4.1441 1.6669
H: 4.8922 -0.9804 -3.7973
O: -2.6247 0.9249 3.8769
H: -11.2301 0.8709 -4.1810
N: 0.5643 1.2777 -4.3690
H: 3.6469 -5.6230 4.3943
H: 7.7011 -4.6003 5.2808
H: -0.1922 0.5404 -7.4135
H: -4.2257 2.0267 5.7022
O: 0.9644 -0.9089 5.9072